Computed, not measured: a cluster of 3 separate species, C2H12NO2 in total in a non-equilibrium geometry, with ωB97M-V/def2-TZVPD.

```
! wB97M-V def2-TZVPD RIJCOSX def2/J DEFGRID3
* xyz 1 1
C -0.18285 -0.40437 1.28863
N -0.51670 -0.50400 -0.15064
C 0.68170 -0.33657 -1.04277
H -1.05363 -0.61239 1.91313
H 0.60097 -1.09287 1.58907
H 0.09905 0.62032 1.51464
H -1.24558 0.19014 -0.36177
H -0.85801 -1.43554 -0.37245
H 0.53362 0.52660 -1.68040
H 0.91969 -1.26280 -1.55411
H 1.53818 -0.08460 -0.42458
H 3.20358 1.70049 1.03668
H 2.74606 0.88911 2.22876
O 2.41286 1.30189 1.41881
H -2.82869 -0.37959 -2.33844
H -3.44918 0.66070 -1.44917
O -2.60104 0.22349 -1.61537
*
```

Properties
Total energy: -7847.429 eV
E_LUMO: -3.09 eV
Frontier orbital gap: 12.1 eV
Energy relative to the best compared isomer or geometry (same formula, charge and spin): 16.5 kcal per mole
HOMO: -15.21 eV

---

Computed, not measured: the molecule C4H7N3S2 in a non-equilibrium geometry, with ωB97M-V/def2-TZVPD.

```
! wB97M-V def2-TZVPD RIJCOSX def2/J DEFGRID3
* xyz 0 1
C 1.17336 0.77121 -0.09692
C -1.13576 -1.36886 0.61197
C 1.90131 2.07378 0.18461
C -2.11322 -2.24509 0.08561
N -0.12436 0.75431 0.47253
N 1.62993 -0.32434 -0.56046
N -1.07249 -0.17298 0.02899
S 3.20573 -0.59709 -0.72995
S -2.13735 0.47398 -1.19715
H 2.55294 2.15749 -0.68146
H 1.10225 2.81992 0.23133
H 2.66492 1.98949 0.92157
H -2.98796 -2.46411 0.75901
H -2.38745 -2.08965 -0.95074
H -1.71807 -3.29367 0.08899
H -0.55378 1.51562 0.83207
*
```

Properties
Total energy: -30394.824 eV
E_LUMO (spin up / spin down): -3.28 / -3.41 eV
Frontier orbital gap (spin up / spin down): 4.3 / 4.0 eV
Energy relative to the best compared isomer or geometry (same formula, charge and spin): 165.3 kcal per mole
HOMO (spin up / spin down): -7.57 / -7.42 eV

---

Computed, not measured: a structure of composition C4H5F3 in a non-equilibrium geometry, with ωB97M-V/def2-TZVPD.

```
! wB97M-V def2-TZVPD RIJCOSX def2/J DEFGRID3
* xyz 0 1
C 1.42467 2.59770 -0.00384
C 1.19496 1.57617 0.78901
C 0.15256 -0.98059 0.37471
C 1.16011 -0.14034 -0.26246
F 1.41280 3.85261 0.37178
F 0.98146 1.39975 2.05187
F 0.98334 0.19471 -1.45619
H 1.35396 2.48384 -1.16615
H 0.32913 -1.10330 1.43175
H -0.84355 -0.57264 0.26582
H 0.11494 -2.05481 -0.14934
H 2.06968 -0.56673 -0.10473
*
```

Properties
Total energy: -12377.945 eV
E_LUMO: 0.92 eV
Frontier orbital gap: 10.5 eV
Energy relative to the best compared isomer or geometry (same formula, charge and spin): 61.9 kcal per mole
HOMO: -9.55 eV

---

Computed, not measured: the molecule C5H4ClNS in a non-equilibrium geometry, with ωB97M-V/def2-TZVPD.

```
! wB97M-V def2-TZVPD RIJCOSX def2/J DEFGRID3
* xyz 0 1
C 1.00952 0.28113 0.40529
C 1.03940 0.26505 -1.14908
C -0.48265 0.02665 -1.09187
C -0.36846 -0.38129 0.42288
C -1.43975 0.07368 1.31073
H 0.96760 1.30523 0.77027
H 1.36137 1.17271 -1.67747
H 1.48547 -0.65209 -1.57065
H -0.31105 -1.49455 0.54364
N -2.12421 0.42577 2.17159
S -1.71647 0.33415 -2.00939
Cl 2.36949 -0.60291 1.14681
*
```

Properties
Total energy: -30095.904 eV
E_LUMO: -0.77 eV
Frontier orbital gap: 8.6 eV
Energy relative to the best compared isomer or geometry (same formula, charge and spin): 24.8 kcal per mole
SMILES: N#C[C@H]1C(=S)C[C@@H]1Cl
HOMO: -9.36 eV

---

Computed, not measured: the molecule CHNO3S2 in a non-equilibrium geometry, with ωB97M-V/def2-TZVPD.

```
! wB97M-V def2-TZVPD RIJCOSX def2/J DEFGRID3
* xyz 0 1
C -1.24743 0.06137 0.04221
N -3.54518 0.33975 -0.03209
O -3.71127 -0.14247 -1.08571
O -2.22944 0.93823 0.24892
O -4.28088 0.55760 0.84359
S -1.34600 -1.55089 0.23916
S 0.17177 0.91297 -0.47737
H 0.72137 -0.06747 -1.04436
*
```

Properties
Total energy: -30351.184 eV
E_LUMO: -0.75 eV
Frontier orbital gap: 8.8 eV
Energy relative to the best compared isomer or geometry (same formula, charge and spin): 30.7 kcal per mole
SMILES: O=[N+]([O-])OC(=S)S
HOMO: -9.53 eV

---

Computed, not measured: a structure of composition C4H6N2O2 in a non-equilibrium geometry, with ωB97M-V/def2-TZVPD.

```
! wB97M-V def2-TZVPD RIJCOSX def2/J DEFGRID3
* xyz 0 1
C -0.32947 1.36094 -0.60444
C -0.70572 -0.06884 1.53489
N -0.14225 0.10184 0.21415
N 1.45139 -0.78336 -1.43481
C 1.45247 -0.86973 -0.18100
C -0.79772 0.07073 -1.08987
O 2.08916 -1.15237 0.78827
O -1.46054 -0.64076 -1.76191
H 1.64842 -1.50331 -2.11130
H -1.11440 2.03857 -0.26547
H 0.57864 1.83480 -0.95285
H -1.75019 -0.39079 1.50611
H -0.23752 -0.81444 2.17817
H -0.68228 0.81674 2.18006
*
```

Properties
Total energy: -11317.229 eV
E_LUMO: 0.64 eV
Frontier orbital gap: 10.0 eV
Energy relative to the best compared isomer or geometry (same formula, charge and spin): 87.9 kcal per mole
HOMO: -9.33 eV

---

Computed, not measured: a cluster of 27 separate species, C55H164O27 in total in a non-equilibrium geometry, with ωB97M-V/def2-TZVPD.

```
! wB97M-V def2-TZVPD RIJCOSX def2/J DEFGRID3
* xyz 0 1
C -8.83101 -4.11179 -2.32375
C -7.31109 -3.81250 -2.56150
C -6.34719 -4.77935 -1.90369
O -7.12117 -3.87724 -4.01363
H -9.14855 -3.69291 -1.36887
H -8.95811 -5.19429 -2.33611
H -9.46487 -3.73809 -3.12791
H -7.06946 -2.78883 -2.27545
H -5.34704 -4.37367 -2.05607
H -6.22447 -5.79012 -2.29277
H -6.43684 -4.85064 -0.81972
H -6.26009 -3.50231 -4.21255
C -6.31435 -9.47129 -1.92766
C -5.81766 -9.00132 -0.57390
C -6.81544 -9.36204 0.49951
O -4.55624 -9.59625 -0.32614
H -6.64547 -10.50712 -1.85344
H -5.53327 -9.38585 -2.68313
H -7.09987 -8.76335 -2.19200
H -5.68070 -7.92006 -0.58822
H -6.63469 -8.87753 1.45903
H -6.84730 -10.44072 0.65291
H -7.79089 -9.07079 0.10993
H -4.42073 -9.76312 0.60948
C -5.06647 -0.48786 -3.95347
C -4.23076 -1.50675 -4.69477
C -2.72316 -1.22901 -4.50475
O -4.57838 -2.80623 -4.32947
H -4.75210 -0.52276 -2.91037
H -6.15341 -0.54738 -4.00931
H -4.87224 0.55741 -4.19385
H -4.35194 -1.44793 -5.77642
H -2.12253 -1.93700 -5.07579
H -2.39167 -1.35897 -3.47455
H -2.43762 -0.23620 -4.85245
H -3.85195 -3.35890 -4.62686
C 2.87295 -6.34079 -13.16511
C 1.87555 -6.47692 -11.96193
C 2.57511 -6.76933 -10.67299
O 1.10265 -5.26562 -11.91512
H 2.36011 -6.06416 -14.08629
H 3.46096 -7.24493 -13.32281
H 3.47496 -5.44849 -12.99343
H 1.16366 -7.28377 -12.13603
H 3.25442 -7.62158 -10.65542
H 1.86557 -6.82256 -9.84726
H 3.16127 -5.92041 -10.32105
H 0.44455 -5.39675 -11.22860
C -7.57764 -2.21564 -7.10262
C -8.78939 -3.14013 -7.04754
C -8.49080 -4.56353 -7.50518
O -9.33784 -3.05053 -5.72896
H -7.86238 -1.30782 -6.57076
H -7.32285 -1.97882 -8.13562
H -6.73532 -2.65198 -6.56577
H -9.52887 -2.78983 -7.76765
H -9.34508 -5.23093 -7.61868
H -7.76312 -5.00283 -6.82283
H -7.91460 -4.42516 -8.42003
H -8.72086 -3.42096 -5.09357
C -5.47832 -3.44117 2.80993
C -4.90318 -4.75277 3.28665
C -5.61178 -5.98069 2.61106
O -3.54073 -4.78544 2.82416
H -5.34757 -3.36910 1.73020
H -4.92599 -2.59438 3.21734
H -6.53303 -3.37439 3.07681
H -4.89479 -4.86187 4.37114
H -5.63953 -5.97452 1.52144
H -6.65662 -6.17303 2.85480
H -5.03476 -6.87504 2.84620
H -3.56236 -4.55457 1.89259
C -4.93595 -7.20079 -11.64908
C -5.18584 -8.14400 -12.77291
C -6.55088 -8.89366 -12.64243
O -5.21491 -7.51232 -14.05569
H -4.10729 -6.51114 -11.80969
H -4.78214 -7.83351 -10.77495
H -5.84289 -6.62357 -11.46910
H -4.35964 -8.85496 -12.76796
H -7.43076 -8.25345 -12.70606
H -6.57376 -9.41427 -11.68506
H -6.59121 -9.65486 -13.42156
H -5.28136 -8.23378 -14.68552
C -2.29983 -11.78279 2.05810
C -2.81631 -10.49778 2.76742
C -2.00903 -9.20859 2.47747
O -4.16704 -10.32229 2.33464
H -2.84252 -12.70020 2.28606
H -1.29300 -12.04620 2.38214
H -2.31535 -11.69504 0.97175
H -2.68474 -10.62800 3.84159
H -2.42488 -8.36936 3.03502
H -1.84911 -9.03063 1.41406
H -1.03097 -9.44717 2.89531
H -4.64701 -11.15243 2.38047
C 2.60961 -10.72906 -5.19204
C 3.83943 -10.64881 -4.26311
C 3.56514 -11.22959 -2.89461
O 4.69595 -11.61479 -4.78082
H 2.94024 -10.50837 -6.20697
H 1.90617 -9.92378 -4.98038
H 2.15760 -11.71608 -5.09409
H 4.23058 -9.63534 -4.17377
H 3.34579 -12.29729 -2.89903
H 2.71588 -10.70335 -2.45881
H 4.43556 -11.03391 -2.26836
H 4.33153 -12.49414 -4.65616
C 1.22358 -10.59898 -8.99840
C -0.22745 -10.89671 -8.61544
C -0.54672 -10.35677 -7.27131
O -1.06837 -10.25041 -9.46067
H 1.86613 -11.03383 -8.23279
H 1.45277 -9.53435 -9.04454
H 1.51206 -11.07227 -9.93695
H -0.31472 -11.98321 -8.61405
H -0.35835 -9.28370 -7.23762
H 0.06952 -10.89862 -6.55385
H -1.59134 -10.61875 -7.10330
H -0.67895 -10.40983 -10.32354
C -2.04259 -6.86058 -5.82508
C -2.77198 -6.14893 -4.71740
C -2.30666 -6.47939 -3.29718
O -2.73169 -4.77805 -4.88892
H -0.99643 -6.55537 -5.84735
H -2.50283 -6.68737 -6.79785
H -2.06837 -7.94767 -5.74972
H -3.80564 -6.48369 -4.80445
H -2.94526 -5.88909 -2.64003
H -1.27487 -6.21732 -3.06301
H -2.45202 -7.52384 -3.02132
H -1.82417 -4.47386 -4.96294
C -1.81755 -12.04090 -1.99725
C -1.71978 -10.52474 -2.27019
C -0.59649 -10.19253 -3.19812
O -2.93075 -9.92507 -2.68384
H -2.65396 -12.23046 -1.32450
H -0.88703 -12.56699 -1.78402
H -2.23230 -12.46222 -2.91298
H -1.53338 -10.02541 -1.31939
H -0.45257 -9.11383 -3.13644
H -0.80308 -10.36252 -4.25478
H 0.32376 -10.73570 -2.98319
H -3.55415 -9.85113 -1.95754
C 2.16432 -7.04007 -3.79408
C 1.95446 -7.19101 -2.28987
C 3.23193 -7.54071 -1.50646
O 1.48759 -6.00594 -1.66318
H 2.93221 -6.27958 -3.93580
H 1.28851 -6.57744 -4.24908
H 2.34689 -7.91822 -4.41345
H 1.18059 -7.94656 -2.15433
H 3.67340 -8.40857 -1.99638
H 3.07977 -7.72696 -0.44332
H 3.90766 -6.69149 -1.60796
H 2.16655 -5.32785 -1.63463
C -4.27265 -3.58266 -8.24708
C -4.51742 -3.67029 -9.73709
C -5.46059 -2.54495 -10.21984
O -3.31987 -3.56412 -10.39359
H -3.81442 -2.61180 -8.05850
H -3.58084 -4.36725 -7.94062
H -5.11563 -3.72567 -7.57103
H -5.03033 -4.61018 -9.94110
H -5.52801 -2.52398 -11.30756
H -5.11341 -1.55707 -9.91708
H -6.50230 -2.65969 -9.92022
H -3.19576 -2.61482 -10.46456
C 1.01599 -10.14353 0.44618
O 1.33927 -11.00197 1.50775
H 1.57388 -10.52405 -0.40943
H -0.05085 -10.11669 0.22428
H 1.34471 -9.12929 0.67283
H 1.36086 -10.47450 2.30956
C 0.85219 -5.18352 -7.73125
O 1.58841 -4.86479 -6.57044
H -0.09081 -4.64047 -7.79411
H 1.38194 -4.78948 -8.59853
H 0.62662 -6.23971 -7.87853
H 2.46456 -5.23722 -6.69399
C -4.67680 -10.64619 -5.45820
O -3.44576 -11.34840 -5.20535
H -5.21805 -10.98401 -6.34196
H -5.24592 -10.73399 -4.53273
H -4.37643 -9.61405 -5.63867
H -3.17440 -10.91371 -4.39355
C -0.98497 -6.40757 0.55200
O -0.68341 -5.16845 -0.09458
H -0.34962 -6.47330 1.43524
H -2.01877 -6.58534 0.84823
H -0.70243 -7.22995 -0.10525
H 0.01863 -5.38330 -0.71310
C 3.41675 -7.84640 -7.30217
O 3.95964 -6.57445 -7.27723
H 3.29095 -8.22593 -8.31619
H 4.01851 -8.61217 -6.81269
H 2.43527 -7.74181 -6.83973
H 4.61915 -6.61457 -7.97367
C -3.19171 -3.11052 -0.93866
O -3.04842 -3.99482 0.18137
H -2.35232 -2.41594 -0.97167
H -3.14445 -3.65935 -1.87922
H -4.13274 -2.56663 -0.85650
H -2.25917 -4.53104 0.07574
C 0.49746 1.00716 -5.48265
O 0.94208 1.36452 -4.16926
H 1.29056 1.11278 -6.22287
H 0.13172 -0.01864 -5.52819
H -0.21256 1.75132 -5.84347
H 1.26014 2.26794 -4.10376
C -0.55847 -1.89607 -8.25685
O -0.86292 -0.49783 -8.47920
H -0.24941 -2.06823 -7.22586
H -1.40388 -2.57250 -8.38265
H 0.31242 -2.24722 -8.81035
H -0.05641 0.02226 -8.50457
C -4.42880 -10.78986 -9.25472
O -3.68356 -9.63428 -8.85666
H -4.60925 -10.76101 -10.32929
H -3.80858 -11.65086 -9.00550
H -5.37045 -10.91915 -8.72117
H -2.80837 -9.73495 -9.23811
C -7.37203 -7.40914 -4.61188
O -7.53446 -8.50471 -5.48634
H -6.36227 -7.48154 -4.20784
H -7.33765 -6.47695 -5.17575
H -8.03165 -7.46592 -3.74599
H -6.81594 -8.53587 -6.12223
C 0.80220 -2.74871 -4.13678
O -0.01990 -3.76370 -4.67664
H 1.52570 -3.11020 -3.40604
H 1.38013 -2.21349 -4.89020
H 0.14930 -2.02533 -3.64837
H 0.53329 -4.23209 -5.30607
C -5.57389 -6.85453 -7.63151
O -5.64588 -8.28567 -7.33520
H -4.70225 -6.75137 -8.27781
H -6.45274 -6.56191 -8.20605
H -5.57048 -6.29989 -6.69318
H -4.88893 -8.72770 -7.72666
C -1.53682 -6.69724 -9.73433
O -1.16139 -5.47913 -10.24056
H -2.54980 -6.59001 -9.34643
H -1.52097 -7.46298 -10.50989
H -0.88718 -7.01466 -8.91866
H -1.95413 -4.95589 -10.37976
*
```

Properties
Total energy: -114971.298 eV
E_LUMO: 0.15 eV
Frontier orbital gap: 9.2 eV
Energy relative to the best compared isomer or geometry (same formula, charge and spin): 21.7 kcal per mole
HOMO: -9.03 eV